Model A:
Here is a structure of composition C3H9N2 from the Open Molecules 2025 dataset. Energies are from ωB97M-V/def2-TZVPD.

XYZ file:
```
14
Properties=species:S:1:pos:R:3:nbo_charge:R:1
C -0.994 -0.465 0.219 -0.469
C 0.097 0.171 1.080 0.142
C 0.098 -0.301 -0.809 -0.274
N 0.749 -0.321 2.082 -0.751
N 0.064 0.749 -1.789 -0.657
H -1.057 -1.575 0.553 0.246
H -2.000 -0.069 0.217 0.243
H 0.067 1.235 0.901 0.180
H 0.497 -1.181 -1.234 0.219
H 0.618 -1.233 2.458 0.404
H 1.661 -0.045 2.375 0.410
H 1.000 0.946 -2.138 0.443
H -0.269 1.593 -1.332 0.433
H -0.529 0.495 -2.583 0.431
```

Summary:
- HOMO-LUMO gap (eV) = 8.847
- LUMO level (eV) = -3.44
- multiplicity = 1
- total charge = +1

***

Model B:
Here is a cluster of 2 separate species, C3H9N2 in total from the Open Molecules 2025 dataset. Energies are from ωB97M-V/def2-TZVPD.

XYZ file:
```
14
Properties=species:S:1:pos:R:3:nbo_charge:R:1
C -1.409 -0.112 2.106 0.013
N -1.537 -0.966 1.146 -0.709
H -1.838 -0.401 3.048 0.163
H -1.525 1.017 1.935 0.205
H -0.274 -1.007 -0.342 0.508
H -2.315 -1.508 1.435 0.384
C 1.829 1.415 -1.142 -0.327
C 1.375 0.190 -0.854 -0.071
N 0.055 -0.430 -1.209 -0.760
H 1.467 1.982 -2.030 0.226
H 2.494 1.825 -0.530 0.231
H 1.920 -0.539 -0.175 0.226
H -0.578 0.369 -1.384 0.448
H 0.255 -0.921 -2.175 0.463
```

Summary:
- HOMO-LUMO gap (eV) = 10.443
- LUMO level (eV) = -3.71
- multiplicity = 1
- total charge = +1

***

Stability ranking, top and bottom: model A is the most stable and model B is the least stable.

***

Model A:
Here is the ion C2H9N4 with charge +1 from the Open Molecules 2025 dataset. Energies are from ωB97M-V/def2-TZVPD.

XYZ file:
```
15
Properties=species:S:1:pos:R:3:nbo_charge:R:1
C 1.838 -0.377 0.009 -0.432
N 0.420 -0.461 0.182 -0.639
C -0.425 0.750 0.048 0.603
N 0.119 1.941 -0.148 -0.791
N -1.707 0.623 0.087 -0.459
N -2.313 -0.703 -0.117 -0.537
H 2.077 -0.114 -1.085 0.213
H 2.190 0.361 0.688 0.196
H 2.482 -1.212 0.202 0.253
H -0.145 -1.297 0.582 0.377
H -0.511 2.801 -0.322 0.452
H 1.145 2.175 0.021 0.441
H -3.242 -0.520 0.299 0.469
H -2.444 -0.681 -1.100 0.437
H -1.703 -1.486 0.160 0.415
```

Summary:
- HOMO-LUMO gap (eV) = 10.029
- LUMO level (eV) = -3.57
- multiplicity = 1
- total charge = +1
- structure (SMILES) = CN/C(N)=N\[NH3+]

***

Model B:
Here is a cluster of 2 separate species, C2H9N4 in total from the Open Molecules 2025 dataset. Energies are from ωB97M-V/def2-TZVPD.

XYZ file:
```
15
Properties=species:S:1:pos:R:3:nbo_charge:R:1
C -0.839 -1.052 -0.745 -0.250
C -0.537 -0.017 0.194 0.500
N -1.681 0.083 -0.341 -0.167
N 2.782 0.045 -0.006 -1.043
N -2.950 0.285 0.294 -0.583
N 0.430 0.505 0.955 -0.720
H -0.725 -0.909 -1.840 0.241
H -1.054 -2.082 -0.375 0.239
H 2.471 0.153 -0.926 0.369
H 3.206 -0.821 -0.202 0.387
H -2.716 1.010 0.972 0.371
H -3.556 0.628 -0.401 0.385
H 1.432 0.169 0.804 0.456
H 0.185 1.250 1.535 0.412
H 3.552 0.754 0.084 0.404
```

Summary:
- HOMO-LUMO gap (eV) = 10.438
- LUMO level (eV) = -3.63
- multiplicity = 1
- total charge = +1

***

Model C:
Here is a cluster of 2 separate species, C2H9N4 in total from the Open Molecules 2025 dataset. Energies are from ωB97M-V/def2-TZVPD.

XYZ file:
```
15
Properties=species:S:1:pos:R:3:nbo_charge:R:1
C 0.742 -0.538 -1.034 -0.240
C 0.314 0.311 0.082 0.526
N 1.606 0.350 -0.236 -0.181
N -0.551 0.747 0.919 -0.728
N 2.838 0.954 -0.249 -0.598
N -2.620 -0.703 0.598 -1.067
H 0.826 -1.535 -0.826 0.209
H 0.676 -0.190 -2.069 0.219
H -0.166 1.169 1.775 0.435
H -1.538 0.333 0.804 0.444
H 3.582 0.255 -0.578 0.400
H 2.778 1.737 -0.828 0.377
H -2.719 -1.024 1.535 0.402
H -2.206 -1.329 -0.153 0.398
H -3.562 -0.538 0.261 0.404
```

Summary:
- HOMO-LUMO gap (eV) = 10.684
- LUMO level (eV) = -3.05
- multiplicity = 1
- total charge = +1

***

Stability ranking, top and bottom: model A is the most stable and model C is the least stable.